This record from the OMol25 dataset describes a molecular structure, C36H90N6Na3O16P at a distorted geometry. The level of theory is ωB97M-V/def2-TZVPD.

XYZ file:
```
152
Properties=species:S:1:pos:R:3
Na -4.063 1.199 -0.951
Na -2.256 -2.435 -3.102
Na 0.424 -0.069 -0.222
P -1.965 -0.655 -0.965
O -0.866 -0.888 -2.043
O -1.833 0.769 -0.384
O -1.625 -1.742 0.037
O -3.418 -0.949 -1.618
C -3.990 5.768 4.470
O -3.292 4.738 3.827
C -3.175 4.955 2.399
C -2.377 3.767 1.849
N -3.150 2.632 1.336
C -3.944 2.016 2.441
C -4.283 0.565 2.036
O -5.278 0.453 1.024
C -5.733 -0.856 0.735
H -3.857 5.581 5.536
H -5.059 5.684 4.278
H -3.601 6.758 4.231
H -2.502 5.796 2.235
H -4.156 5.108 1.948
H -1.673 3.415 2.604
H -1.663 4.040 1.072
H -2.491 2.002 0.900
H -4.798 2.562 2.842
H -3.279 1.911 3.299
H -4.612 0.016 2.918
H -3.423 -0.028 1.724
H -6.321 -1.183 1.593
H -4.906 -1.564 0.692
H -6.328 -0.921 -0.176
C 3.098 -1.973 -0.915
O 2.353 -1.511 0.224
C 1.768 -2.541 1.084
C 1.129 -1.899 2.357
N 0.059 -0.938 2.038
C -0.571 -0.276 3.168
C -1.422 -1.287 3.996
O -1.768 -0.542 5.218
C -2.704 -1.230 6.015
H 3.809 -1.211 -1.235
H 2.428 -2.175 -1.750
H 3.616 -2.897 -0.655
H 2.568 -3.233 1.345
H 1.122 -3.124 0.427
H 1.920 -1.453 2.959
H 0.679 -2.740 2.886
H -0.622 -1.397 1.450
H -1.247 0.507 2.826
H 0.152 0.114 3.885
H -0.951 -2.215 4.319
H -2.310 -1.579 3.435
H -2.811 -0.673 6.946
H -2.251 -2.195 6.243
H -3.726 -1.278 5.638
C -3.289 3.501 -4.915
O -2.407 2.556 -5.531
C -2.115 1.436 -4.716
C -1.103 0.538 -5.457
N -0.859 -0.710 -4.742
C 0.082 -1.585 -5.394
C 0.111 -2.994 -4.876
O -1.184 -3.658 -4.886
C -1.446 -4.250 -6.106
H -3.504 4.356 -5.557
H -2.909 3.855 -3.957
H -4.192 2.989 -4.581
H -3.046 0.885 -4.581
H -1.653 1.729 -3.773
H -0.153 1.056 -5.581
H -1.516 0.215 -6.413
H -0.685 -0.624 -3.751
H 1.100 -1.197 -5.430
H -0.077 -1.592 -6.472
H 0.354 -3.130 -3.823
H 0.831 -3.578 -5.450
H -1.585 -3.453 -6.837
H -2.417 -4.743 -6.154
H -0.743 -5.015 -6.437
C 3.300 5.150 1.312
O 2.243 4.811 0.398
C 1.318 3.863 0.940
C 0.601 3.066 -0.155
N 1.540 2.233 -0.884
C 1.264 2.191 -2.295
C 2.349 1.624 -3.182
O 3.686 2.097 -2.852
C 3.942 3.449 -3.168
H 2.986 5.464 2.308
H 3.898 5.944 0.864
H 3.996 4.314 1.379
H 0.564 4.405 1.510
H 1.757 3.186 1.673
H 0.053 3.804 -0.741
H -0.227 2.464 0.218
H 2.496 2.529 -0.750
H 0.947 3.155 -2.693
H 0.353 1.606 -2.424
H 2.238 1.871 -4.238
H 2.376 0.542 -3.046
H 4.586 3.514 -4.046
H 4.376 3.997 -2.332
H 3.089 4.089 -3.393
C 4.817 1.249 5.408
O 4.801 0.760 4.034
C 3.559 0.951 3.384
C 3.692 0.718 1.841
N 4.776 1.575 1.405
C 5.143 1.227 0.039
C 6.191 2.254 -0.544
O 7.570 1.992 -0.130
C 8.497 2.811 -0.811
H 4.252 0.625 6.100
H 4.479 2.279 5.522
H 5.828 1.183 5.810
H 3.100 1.914 3.609
H 2.800 0.266 3.762
H 2.753 0.856 1.305
H 3.824 -0.350 1.670
H 5.551 1.453 2.040
H 4.314 1.252 -0.668
H 5.537 0.211 0.028
H 5.973 3.284 -0.260
H 6.128 2.101 -1.621
H 8.506 2.846 -1.900
H 9.496 2.503 -0.502
H 8.368 3.775 -0.319
C -5.162 -4.103 2.955
O -4.168 -4.811 2.237
C -3.543 -4.098 1.093
C -2.281 -4.902 0.617
N -1.727 -4.206 -0.560
C -0.508 -4.855 -1.060
C -0.942 -6.010 -1.979
O 0.123 -6.897 -2.326
C 0.898 -7.400 -1.163
H -5.899 -3.724 2.246
H -4.754 -3.292 3.557
H -5.621 -4.760 3.693
H -3.194 -3.100 1.359
H -4.342 -4.033 0.355
H -2.490 -5.953 0.419
H -1.534 -4.849 1.410
H -1.570 -3.218 -0.422
H 0.058 -5.156 -0.179
H 0.073 -4.136 -1.638
H -1.221 -5.531 -2.917
H -1.782 -6.637 -1.678
H 1.613 -6.654 -0.816
H 1.544 -8.208 -1.506
H 0.322 -7.854 -0.357
```

Summary:
- ΔE to the lowest compared entry with this formula, charge and spin: 96.1 kcal per mole
- E: -3786.281325 a.u.
- Net charge: 0
- E_HOMO: -0.2862 Eh
- Orbital gap: 7.8 eV


This record from the OMol25 dataset describes 2 unconnected molecules or ions with the total composition C3H7ClO2 at a distorted geometry. The level of theory is ωB97M-V/def2-TZVPD.

XYZ file:
```
13
Properties=species:S:1:pos:R:3
C 0.002 -1.150 -1.210
C -0.052 0.283 -0.857
C 0.350 0.997 1.689
O 1.657 1.285 1.540
O 0.015 -0.011 2.538
Cl 1.280 1.274 -1.637
H -0.315 -1.829 -0.376
H -0.778 -1.379 -1.964
H 0.939 -1.546 -1.597
H -1.022 0.711 -0.621
H -0.350 1.705 1.590
H 1.796 1.800 0.673
H 0.908 -0.397 2.891
```

Summary:
- ΔE to the lowest compared entry with this formula, charge and spin: 0.5 kcal per mole
- Multiplicity: 3
- E: -729.006242 a.u.
- Net charge: 0
- E_HOMO (spin up / spin down): -0.2098 / -0.4176 Eh
- <S²>: 2.0073
- Orbital gap (spin up / spin down): 6.5 / 11.2 eV


This record from the OMol25 dataset describes a molecular structure, C51H49ClN3O3TeTi at a distorted geometry. The level of theory is ωB97M-V/def2-TZVPD.

XYZ file:
```
109
Properties=species:S:1:pos:R:3
Ti 0.632 0.379 0.061
Cl -2.815 -1.192 -6.049
C -1.860 -0.607 -4.729
C -0.888 0.358 -4.972
C -0.171 0.858 -3.903
C -0.378 0.404 -2.594
O 0.267 0.947 -1.601
C -1.350 -0.628 -2.365
C -1.561 -1.211 -1.094
N -0.841 -0.957 -0.007
C -0.968 -1.699 1.140
C -2.034 -2.547 1.483
C -2.005 -3.292 2.651
C -0.928 -3.242 3.513
C 0.149 -2.378 3.244
C 1.253 -2.206 4.105
C 2.246 -1.311 3.759
C 2.148 -0.606 2.563
N 1.121 -0.748 1.729
C 0.125 -1.598 2.054
C -2.086 -1.101 -3.468
H -0.705 0.714 -5.973
H 0.571 1.630 -4.049
H -2.333 -1.979 -1.046
H -2.908 -2.595 0.853
H -2.853 -3.918 2.890
H -0.916 -3.844 4.407
H 1.288 -2.766 5.028
H 3.099 -1.152 4.405
H 2.914 0.100 2.258
H -2.825 -1.874 -3.317
C 3.532 -9.441 -0.459
C 3.030 -8.032 -0.565
C 1.947 -7.601 0.179
C 1.484 -6.290 0.120
C 0.339 -5.916 1.019
C 2.087 -5.390 -0.759
Te 1.446 -3.220 -0.776
N 1.750 -1.027 -0.843
C 2.754 -0.232 -0.731
O 2.528 0.881 -0.121
C 4.088 -0.504 -1.335
C 4.897 -1.529 -0.866
C 6.105 -1.793 -1.490
C 6.496 -1.050 -2.590
C 5.673 -0.048 -3.080
C 4.477 0.236 -2.447
C 0.681 -3.417 -2.791
C 1.280 -2.831 -3.909
C 2.478 -1.942 -3.823
C 0.758 -3.067 -5.174
C -0.342 -3.881 -5.379
C -0.838 -4.158 -6.765
C -0.963 -4.404 -4.258
C -0.482 -4.173 -2.974
C -1.258 -4.760 -1.837
C 3.213 -5.800 -1.477
C 3.963 -4.845 -2.355
C 3.666 -7.108 -1.379
H 2.774 -10.087 -0.024
H 4.417 -9.480 0.176
H 3.809 -9.825 -1.438
H 1.446 -8.294 0.843
H -0.604 -6.248 0.586
H 0.292 -4.840 1.186
H 0.447 -6.406 1.984
H 4.586 -2.106 -0.005
H 6.739 -2.582 -1.113
H 7.444 -1.250 -3.066
H 5.964 0.513 -3.955
H 3.824 1.013 -2.820
H 2.590 -1.573 -2.814
H 2.366 -1.092 -4.494
H 3.384 -2.475 -4.112
H 1.240 -2.607 -6.026
H -0.030 -4.048 -7.485
H -1.622 -3.451 -7.032
H -1.250 -5.161 -6.839
H -1.847 -5.015 -4.379
H -1.108 -5.837 -1.799
H -2.322 -4.569 -1.969
H -0.933 -4.326 -0.891
H 3.827 -3.821 -1.994
H 3.588 -4.903 -3.377
H 5.025 -5.082 -2.368
H 4.541 -7.406 -1.941
C -0.278 6.861 -2.367
C -0.434 5.600 -1.571
C 0.529 5.220 -0.642
C 0.431 4.049 0.086
C 1.507 3.701 1.071
C -0.695 3.202 -0.103
C -0.899 1.993 0.630
O -0.064 1.413 1.436
C -1.672 3.580 -1.066
C -2.839 2.686 -1.376
C -1.526 4.759 -1.767
H 0.368 7.566 -1.848
H -1.240 7.337 -2.552
H 0.175 6.646 -3.338
H 1.384 5.864 -0.489
H 2.150 4.556 1.267
H 2.124 2.890 0.674
H 1.076 3.359 2.014
H -1.911 1.555 0.616
H -3.472 2.535 -0.499
H -2.486 1.709 -1.718
H -3.446 3.127 -2.165
H -2.282 5.027 -2.493
```

Summary:
- ΔE to the lowest compared entry with this formula, charge and spin: 65.1 kcal per mole
- Multiplicity: 2
- E: -3940.523152 a.u.
- Net charge: 0
- E_HOMO (spin up / spin down): -0.1891 / -0.1882 Eh
- <S²>: 0.7570
- Orbital gap (spin up / spin down): 4.1 / 3.7 eV


This record from the OMol25 dataset describes 2 unconnected molecules or ions with the total composition C2H4N2O3 at a distorted geometry. The level of theory is ωB97M-V/def2-TZVPD.

XYZ file:
```
11
Properties=species:S:1:pos:R:3
C 0.829 1.395 -0.520
C 0.904 0.045 -0.144
N 1.519 -0.842 0.225
N -1.851 -0.978 0.386
O -1.993 -0.770 -0.777
O 1.854 -1.918 0.481
O -1.761 -0.220 1.319
H 1.521 1.948 0.228
H 1.081 1.562 -1.539
H -0.295 1.702 -0.363
H -1.808 -1.924 0.704
```

Summary:
- ΔE to the lowest compared entry with this formula, charge and spin: 145.3 kcal per mole
- Multiplicity: 3
- E: -413.471264 a.u.
- Net charge: 0
- E_HOMO (spin up / spin down): -0.2995 / -0.3484 Eh
- <S²>: 2.0061
- Orbital gap (spin up / spin down): 8.9 / 5.8 eV


This record from the OMol25 dataset describes a molecular structure, C5H13O2PTl at a distorted geometry. The level of theory is ωB97M-V/def2-TZVPD.

XYZ file:
```
22
Properties=species:S:1:pos:R:3
Tl -0.083 0.346 1.672
H 1.007 -1.569 2.262
H 1.029 -1.693 1.555
P 0.212 0.039 -0.935
C -1.362 -0.382 -1.678
H -1.184 -0.257 -2.751
H -1.619 -1.424 -1.434
H -2.146 0.300 -1.318
C 0.625 1.736 -1.383
H 1.588 2.024 -0.936
H 0.684 1.726 -2.475
H -0.156 2.420 -1.028
C 1.500 -1.040 -1.562
H 1.242 -2.087 -1.338
H 1.503 -0.850 -2.640
H 2.469 -0.779 -1.107
C -1.797 -0.938 1.588
O -2.869 -1.293 1.825
H 1.651 0.779 1.560
H -0.713 2.034 1.357
O -1.054 0.532 4.900
C -0.524 0.376 3.867
```

Summary:
- E: -862.138855 a.u.
- Net charge: +1
- E_HOMO: -0.4400 Eh
- Orbital gap: 7.0 eV


This record from the OMol25 dataset describes a molecular structure, C24H53NO3P2Tc at a distorted geometry. The level of theory is ωB97M-V/def2-TZVPD.

XYZ file:
```
84
Properties=species:S:1:pos:R:3
Tc -1.491 -0.733 -0.423
C -1.574 1.027 -1.251
O -1.681 2.111 -1.711
C 0.043 -1.580 0.432
O 0.908 -2.180 0.975
P 0.529 -0.748 -2.216
C 2.280 0.004 -2.786
H 2.563 -0.503 -3.708
C 1.067 -2.579 -2.411
H 1.488 -2.757 -1.403
C -0.363 -0.413 -3.863
H -0.445 0.689 -3.827
C -3.826 0.482 1.001
P -2.036 0.230 1.513
H -2.467 1.584 3.401
H -3.757 1.393 0.373
C -2.239 -1.053 2.832
H -3.149 -0.718 3.370
C -0.132 -3.516 -2.586
H -0.509 -3.528 -3.617
H -0.962 -3.304 -1.897
H 0.216 -4.538 -2.368
C 2.155 -2.982 -3.420
H 2.270 -4.074 -3.363
H 3.134 -2.547 -3.196
H 1.889 -2.748 -4.458
C 0.322 -0.775 -5.190
H 1.344 -0.390 -5.287
H -0.263 -0.320 -6.007
H 0.323 -1.855 -5.391
C -1.782 -0.993 -3.861
H -2.364 -0.431 -4.602
H -2.308 -0.897 -2.900
H -1.799 -2.044 -4.165
C 2.063 1.516 -3.017
H 1.616 1.685 -3.995
H 3.031 2.011 -2.965
H 1.394 1.994 -2.275
C 3.262 -0.291 -1.639
H 2.865 -0.025 -0.637
H 4.165 0.295 -1.807
H 3.513 -1.351 -1.595
C -4.794 0.780 2.160
H -4.465 1.600 2.806
H -4.982 -0.109 2.773
H -5.749 1.081 1.713
C -4.356 -0.657 0.127
H -4.717 -1.498 0.726
C -0.371 1.951 3.021
H -3.636 -1.031 -0.639
H -5.211 -0.250 -0.427
C -2.279 3.029 1.790
H 0.135 2.757 2.472
H -0.382 2.228 4.081
H 0.249 1.055 2.924
C -1.815 1.767 2.525
H -1.951 3.902 2.369
H -3.365 3.089 1.713
H -1.853 3.099 0.780
C -1.067 -1.074 3.823
H -0.115 -1.275 3.315
H -1.241 -1.879 4.546
H -0.983 -0.149 4.395
C -2.465 -2.480 2.313
H -3.268 -2.546 1.579
H -2.750 -3.093 3.177
H -1.547 -2.890 1.876
H -0.356 0.968 1.012
H 1.322 0.334 -1.550
C 4.515 2.535 2.995
N 3.631 1.434 2.637
C 3.613 0.234 3.455
C 2.794 1.462 1.562
C 2.771 2.720 0.727
O 2.080 0.477 1.325
H 5.112 2.211 3.856
H 3.951 3.429 3.270
H 5.175 2.784 2.164
H 2.670 0.151 4.012
H 3.718 -0.658 2.828
H 4.444 0.301 4.156
H 2.011 2.568 -0.043
H 3.739 2.915 0.248
H 2.494 3.582 1.347
```

Summary:
- ΔE to the lowest compared entry with this formula, charge and spin: 94.3 kcal per mole
- Multiplicity: 4
- E: -1988.390375 a.u.
- Net charge: +4
- E_HOMO (spin up / spin down): -0.7658 / -0.7716 Eh
- <S²>: 3.8217
- Orbital gap (spin up / spin down): 6.4 / 5.4 eV